Below is the ion C6H12O with charge -1, with properties calculated with wB97M-V/def2-TZVPD.

Results
Expectation value of S²: 0.7559
Total charge: -1
Max |F|, eV Å⁻¹: 1.955
Multiplicity: 2
M, g/mol: 100.161
Relative energy (zero: lowest compared OMol25 entry of this formula, charge and spin), eV: 2.117
E_LUMO (alpha / beta), eV: 3.58 / 3.48

Element x y z (Å)
C -1.3356 -1.3471 -1.3199
O -2.5930 -1.9531 -1.0350
C -1.2903 0.0700 -0.7673
C 0.0745 0.7227 -0.6841
C 0.9090 0.3009 0.5328
C 1.5465 1.3098 1.2841
C 2.8671 1.1705 2.0333
H -0.5309 -1.8211 -0.7558
H -1.0774 -1.3592 -2.3756
H -2.4518 -2.7138 -0.4671
H -1.9806 0.7380 -1.3158
H -1.8366 0.0839 0.1742
H 0.7569 0.5710 -1.5267
H -0.0732 1.7984 -0.5514
H 0.6183 -0.6290 1.0397
H 1.0955 2.3087 1.3978
H 3.5534 0.3985 1.6761
H 2.5952 1.0246 3.0872
H 3.4098 2.1245 1.9742

Here is what Löwdin gives for the atomic charges, in e:
1. C -0.29
2. O -0.09
3. C -0.25
4. C -0.29
5. C -0.30
6. C -0.34
7. C -0.23
8. H 0.10
9. H 0.11
10. H 0.07
11. H 0.09
12. H 0.10
13. H 0.08
14. H 0.08
15. H 0.03
16. H 0.03
17. H 0.03
18. H 0.03
19. H 0.03